[1]
{"formula": "C38H42ClMoN3O4PSe", "method": "the ωB97M-V functional and the def2-TZVPD basis", "symbols": ["Mo", "Cl", "C", "C", "C", "C", "O", "C", "C", "O", "C", "H", "H", "H", "H", "C", "O", "C", "C", "C", "C", "C", "C", "N", "N", "C", "C", "C", "C", "O", "C", "N", "C", "C", "C", "C", "H", "H", "H", "H", "H", "H", "H", "H", "H", "H", "H", "H", "C", "C", "C", "P", "C", "C", "C", "C", "C", "C", "H", "H", "H", "H", "H", "H", "H", "H", "H", "H", "H", "H", "H", "H", "H", "H", "H", "H", "H", "H", "H", "Se", "C", "C", "C", "C", "C", "C", "H", "H", "H", "H", "H"], "xyz": [[-0.051, -0.934, 0.352], [5.069, -2.471, 5.463], [3.712, -2.028, 4.489], [2.435, -1.995, 5.057], [1.337, -1.641, 4.303], [1.483, -1.326, 2.950], [0.404, -0.987, 2.250], [2.769, -1.361, 2.381], [2.990, -1.024, 1.000], [2.113, -0.801, 0.163], [3.881, -1.704, 3.167], [2.318, -2.247, 6.102], [0.349, -1.609, 4.741], [4.032, -0.956, 0.664], [4.868, -1.718, 2.723], [6.003, 3.537, -6.978], [5.745, 3.241, -5.614], [4.724, 3.888, -5.010], [3.899, 4.817, -5.636], [2.889, 5.434, -4.908], [2.660, 5.088, -3.589], [3.506, 4.179, -2.954], [4.533, 3.590, -3.657], [1.621, 5.801, -2.903], [0.805, 5.235, -2.167], [0.712, 3.806, -2.059], [0.541, 2.980, -3.139], [0.294, 1.599, -2.989], [0.217, 1.058, -1.734], [-0.002, -0.236, -1.467], [0.357, 1.904, -0.609], [0.210, 1.297, 0.601], [0.321, 2.023, 1.693], [0.553, 3.408, 1.653], [0.682, 4.036, 0.441], [0.590, 3.278, -0.747], [6.850, 2.923, -7.263], [6.257, 4.591, -7.110], [5.144, 3.285, -7.605], [4.044, 5.084, -6.672], [2.262, 6.184, -5.372], [3.373, 3.949, -1.904], [5.213, 2.896, -3.182], [0.603, 3.395, -4.137], [0.170, 0.965, -3.856], [0.216, 1.497, 2.635], [0.621, 3.959, 2.579], [0.844, 5.104, 0.379], [-3.737, -2.993, -0.446], [-3.733, -1.463, -0.409], [-3.423, -0.950, -1.820], [-2.580, -0.801, 0.873], [-2.998, 0.989, 1.143], [-4.331, 1.299, 1.825], [-2.880, 1.836, -0.128], [-3.069, -1.557, 2.500], [-2.268, -2.792, 2.905], [-4.567, -1.857, 2.638], [-4.576, -3.327, -1.058], [-3.825, -3.464, 0.530], [-2.821, -3.349, -0.915], [-4.722, -1.108, -0.099], [-2.391, -1.172, -2.095], [-3.592, 0.115, -1.941], [-4.072, -1.469, -2.528], [-2.203, 1.292, 1.832], [-5.179, 0.944, 1.237], [-4.429, 2.384, 1.905], [-4.403, 0.890, 2.830], [-3.831, 1.847, -0.661], [-2.119, 1.484, -0.821], [-2.646, 2.869, 0.137], [-2.811, -0.750, 3.196], [-2.458, -3.637, 2.244], [-2.570, -3.091, 3.911], [-1.198, -2.608, 2.911], [-4.833, -2.775, 2.117], [-5.218, -1.067, 2.275], [-4.793, -2.013, 3.694], [-0.011, -3.177, -0.679], [-0.310, -4.469, 0.713], [0.504, -4.495, 1.839], [0.293, -5.443, 2.829], [-0.720, -6.381, 2.691], [-1.508, -6.379, 1.549], [-1.303, -5.430, 0.558], [1.313, -3.782, 1.938], [0.931, -5.455, 3.704], [-0.882, -7.123, 3.461], [-2.284, -7.124, 1.423], [-1.914, -5.442, -0.335]], "mulliken_charge": [-0.520, -0.195, 0.029, -0.733, -0.458, -0.398, 0.664, 1.541, -0.533, -0.468, -1.112, 0.467, 0.479, 0.363, 0.461, -0.868, -0.421, 0.797, -0.408, -0.669, -0.020, 0.129, -0.717, -0.636, -0.294, 0.215, -0.488, -0.659, 0.971, -0.595, 0.178, 0.779, -0.349, -1.603, -0.846, 0.039, 0.234, 0.361, 0.353, 0.423, 0.419, 0.425, 0.443, 0.457, 0.580, 0.720, 0.470, 0.567, -1.390, 0.342, -1.475, 2.114, 1.096, -1.805, -2.057, 0.436, -0.878, -1.870, 0.536, 0.245, 0.093, 0.746, 0.197, 0.282, 0.516, -0.107, 0.324, 0.479, 0.422, 0.470, 0.266, 0.460, 0.719, -0.016, 0.662, -0.270, 0.350, 0.344, 0.488, -0.227, 0.217, -0.276, -0.516, -0.583, -0.595, -0.627, 0.536, 0.434, 0.414, 0.422, 0.506], "e_homo_ev": [-9.91, -10.03], "lumo_energy_ev": [-3.846, -3.943], "homo_lumo_gap_ev": [6.06, 6.08], "multiplicity": 3, "charge": 1}


[2]
{"formula": "C20H39F4N3O2S", "method": "the ωB97M-V functional and the def2-TZVPD basis", "symbols": ["O", "C", "O", "N", "C", "N", "C", "C", "C", "F", "C", "C", "S", "N", "C", "F", "F", "F", "H", "H", "H", "H", "H", "H", "H", "H", "H", "H", "H", "C", "C", "C", "C", "C", "C", "H", "H", "H", "H", "H", "H", "H", "H", "H", "H", "H", "H", "H", "H", "C", "C", "C", "C", "C", "C", "H", "H", "H", "H", "H", "H", "H", "H", "H", "H", "H", "H", "H", "H"], "xyz": [[0.960, -4.075, 1.790], [1.259, -3.924, 0.632], [1.232, -4.501, -0.443], [1.996, -2.503, 0.404], [1.347, -1.448, 0.070], [-0.003, -1.582, -0.172], [-0.768, -0.334, -0.366], [-2.204, -0.677, -0.774], [-3.194, -0.646, 0.372], [-2.989, -1.740, 1.205], [-0.001, 0.503, -1.375], [1.302, 0.938, -0.717], [2.418, 1.721, -1.936], [2.017, -0.226, -0.139], [2.955, 0.095, 0.917], [4.091, -0.582, 0.763], [2.480, -0.216, 2.119], [3.235, 1.374, 0.924], [3.005, -2.499, 0.437], [-0.111, -2.212, -0.966], [-0.760, 0.186, 0.601], [-2.207, -1.697, -1.169], [-2.538, -0.010, -1.572], [-3.057, 0.252, 0.986], [-4.226, -0.674, 0.015], [-0.534, 1.424, -1.629], [0.183, -0.080, -2.281], [1.059, 1.659, 0.065], [2.189, 2.981, -1.559], [2.114, 3.076, 3.731], [3.524, 3.397, 4.217], [4.355, 2.152, 4.524], [3.788, 1.257, 5.627], [3.579, 1.953, 6.971], [4.867, 2.493, 7.585], [1.539, 2.541, 4.488], [1.565, 3.987, 3.486], [2.151, 2.453, 2.837], [3.468, 4.040, 5.099], [4.044, 3.979, 3.451], [5.371, 2.460, 4.785], [4.450, 1.556, 3.610], [4.467, 0.410, 5.768], [2.839, 0.826, 5.298], [3.127, 1.238, 7.662], [2.856, 2.766, 6.864], [5.594, 1.691, 7.730], [4.677, 2.950, 8.556], [5.330, 3.252, 6.952], [-1.883, -1.396, -4.393], [-3.011, -2.397, -4.622], [-3.646, -2.289, -6.007], [-4.302, -0.939, -6.305], [-5.388, -0.523, -5.314], [-6.571, -1.485, -5.266], [-2.238, -0.365, -4.452], [-1.443, -1.539, -3.405], [-1.090, -1.522, -5.131], [-3.775, -2.270, -3.850], [-2.620, -3.409, -4.495], [-4.382, -3.089, -6.121], [-2.879, -2.478, -6.765], [-4.734, -0.978, -7.309], [-3.536, -0.159, -6.341], [-5.748, 0.471, -5.593], [-4.962, -0.419, -4.312], [-7.033, -1.582, -6.251], [-7.336, -1.133, -4.573], [-6.269, -2.482, -4.940]], "mulliken_charge": [-0.602, 0.621, -0.633, -0.019, 0.158, -0.341, 0.208, -0.692, -0.690, -0.296, -0.895, -0.242, -0.171, 0.085, 0.569, -0.337, -0.295, -0.194, 0.223, 0.477, 0.395, 0.204, 0.390, 0.332, 0.357, 0.448, 0.367, 0.453, 0.163, -0.764, -0.484, -0.501, -0.534, -0.499, -1.210, 0.279, 0.423, -0.123, 0.288, 0.369, 0.364, 0.159, 0.416, 0.227, 0.392, 0.228, 0.294, 0.385, 0.279, -0.516, -0.427, -0.898, -0.693, -0.131, -1.234, 0.283, -0.262, 0.405, 0.186, 0.447, 0.341, 0.365, 0.410, 0.302, 0.369, 0.051, 0.300, 0.391, 0.282], "e_homo_ev": -9.25, "lumo_energy_ev": 0.022, "homo_lumo_gap_ev": 9.27}


[3]
{"formula": "C4H9NO", "method": "the ωB97M-V functional and the def2-TZVPD basis", "symbols": ["C", "C", "N", "C", "C", "O", "H", "H", "H", "H", "H", "H", "H", "H", "H"], "xyz": [[0.314, -2.101, 0.385], [0.950, -0.849, -0.390], [-0.035, 0.168, -0.731], [-0.066, 1.395, 0.138], [-1.359, 2.083, 0.007], [-2.415, 1.598, -0.400], [-0.323, -1.761, 1.218], [1.215, -2.541, 0.581], [-0.423, -2.698, -0.162], [1.628, -0.930, -1.274], [1.718, -0.398, 0.238], [-0.964, -0.152, -0.837], [0.213, 1.108, 1.154], [0.861, 1.973, -0.063], [-1.315, 3.106, 0.136]], "mulliken_charge": [-1.012, -0.565, -0.369, -0.478, 0.065, -0.506, 0.265, 0.370, 0.318, 0.357, 0.326, 0.257, 0.291, 0.297, 0.385], "e_homo_ev": -8.61, "lumo_energy_ev": 0.951, "homo_lumo_gap_ev": 9.57}


no.,total energy (eV)
1,-141756.9211
2,-51643.9222
3,-7829.5735